{"formula": "C39H38CrFN5O10S", "method": "ωB97M-V/def2-TZVPD", "s_squared": 6.052, "orbital_gap_ev": [3.298, 6.372], "charge": 0, "e_homo_ev": [-4.762, -7.841], "spin_multiplicity": 5, "fmax_ha_per_bohr": 0.016, "species": ["Cr", "C", "C", "C", "C", "C", "C", "C", "C", "C", "H", "H", "H", "H", "H", "H", "H", "H", "H", "H", "H", "H", "C", "C", "N", "C", "C", "C", "O", "O", "C", "O", "C", "C", "C", "F", "C", "C", "C", "N", "C", "C", "N", "C", "C", "H", "H", "H", "H", "H", "H", "H", "H", "H", "H", "H", "H", "H", "H", "H", "H", "H", "H", "O", "C", "O", "C", "C", "C", "C", "C", "C", "N", "O", "O", "H", "H", "H", "H", "O", "S", "O", "N", "C", "O", "C", "C", "C", "C", "C", "C", "H", "H", "H", "H"], "coordinates": [[0.3044, -0.2054, -0.3359], [-4.1420, 1.1114, 1.8053], [-3.1949, 0.0126, 1.4118], [-2.2753, -0.4934, 2.3269], [-1.3469, -1.4567, 1.9680], [-0.4006, -2.0300, 2.9836], [-1.3424, -1.9223, 0.6381], [-2.3236, -1.5018, -0.2701], [-2.4966, -2.1774, -1.6009], [-3.2165, -0.5106, 0.1268], [-5.1577, 0.7261, 1.9171], [-4.1584, 1.8938, 1.0472], [-3.8458, 1.5705, 2.7472], [-2.2696, -0.1056, 3.3400], [-0.7194, -3.0356, 3.2686], [-0.3812, -1.4197, 3.8867], [0.6075, -2.1022, 2.5822], [-0.6830, -2.7452, 0.3787], [-3.3291, -2.8815, -1.5335], [-1.6029, -2.7227, -1.8946], [-2.7405, -1.4618, -2.3870], [-3.9438, -0.1394, -0.5871], [7.5779, 1.9466, 0.4736], [7.1092, 0.7366, -0.3190], [5.6796, 0.7484, -0.5776], [4.8661, -0.0305, 0.1985], [3.5167, -0.0048, 0.1108], [2.7763, -0.9576, 0.9834], [3.3170, -1.5296, 1.9118], [1.5077, -1.1675, 0.7064], [2.8966, 0.8896, -0.8160], [1.5921, 1.0491, -0.9080], [3.7123, 1.6834, -1.6302], [3.1421, 2.5740, -2.5837], [3.9696, 3.3368, -3.3673], [3.4111, 4.2352, -4.2342], [5.3464, 3.2654, -3.3097], [5.9288, 2.3824, -2.3563], [5.1343, 1.6188, -1.5245], [6.2137, 4.0654, -4.1241], [6.7551, 5.2331, -3.4676], [8.0116, 5.6840, -4.1783], [7.6646, 5.9437, -5.6265], [7.0381, 4.7349, -6.2836], [5.8178, 4.3454, -5.4780], [8.6582, 1.9068, 0.6214], [7.0975, 1.9660, 1.4519], [7.3319, 2.8757, -0.0397], [7.3144, -0.1794, 0.2347], [7.6403, 0.6484, -1.2712], [5.3444, -0.6973, 0.9010], [2.0705, 2.6671, -2.6580], [7.0068, 2.3104, -2.3236], [7.0050, 4.9871, -2.4374], [6.0237, 6.0650, -3.4392], [8.7642, 4.8964, -4.1824], [8.4294, 6.6024, -3.7706], [8.4781, 6.2475, -6.1382], [6.9991, 6.7117, -5.6660], [7.7943, 3.9510, -6.2716], [6.7982, 5.0128, -7.3085], [5.3733, 3.4556, -5.9202], [5.0665, 5.1518, -5.5461], [2.6054, -1.6951, -2.2786], [1.4316, -1.7598, -2.5844], [0.4324, -1.2714, -1.9195], [1.0161, -2.4731, -3.8573], [1.8758, -3.4097, -4.4185], [1.5303, -4.0823, -5.5829], [0.3267, -3.8077, -6.2153], [-0.5024, -2.8648, -5.6415], [-0.1938, -2.1935, -4.4768], [-1.8007, -2.5640, -6.3052], [-2.5564, -1.7983, -5.7374], [-1.9843, -3.0331, -7.4131], [2.8190, -3.5980, -3.9242], [2.1982, -4.8224, -6.0030], [0.0291, -4.3047, -7.1267], [-0.8763, -1.4731, -4.0575], [-0.4370, 5.6390, 1.1801], [-1.0743, 4.5487, 1.8602], [-2.2609, 4.7994, 2.6274], [-1.3423, 3.3086, 0.8133], [-0.6054, 2.2870, 1.1218], [-0.6418, 1.1854, 0.4762], [0.2746, 2.4335, 2.3206], [1.1301, 1.5170, 2.9022], [1.8327, 1.9163, 4.0341], [1.6689, 3.1928, 4.5656], [0.7958, 4.1071, 3.9832], [0.1132, 3.6936, 2.8590], [1.2430, 0.5185, 2.5039], [2.5131, 1.2203, 4.5072], [2.2225, 3.4775, 5.4506], [0.6560, 5.0963, 4.3963]], "lowdin_spin": [2.8609, -0.0007, -0.0027, 0.0050, -0.0016, -0.0006, 0.0008, -0.0028, -0.0008, 0.0072, -0.0003, -0.0001, 0.0000, 0.0003, -0.0003, 0.0000, -0.0001, 0.0009, -0.0004, -0.0001, -0.0002, 0.0004, 0.0032, 0.0032, 0.0567, 0.1016, 0.0125, 0.0061, 0.0102, 0.0243, 0.1772, 0.0942, 0.0431, 0.1666, 0.0191, -0.0100, 0.1622, 0.0785, 0.0239, 0.0253, 0.0103, 0.0017, 0.0004, 0.0017, 0.0053, 0.0000, 0.0004, 0.0016, 0.0004, 0.0019, 0.0067, 0.0127, 0.0063, 0.0006, 0.0008, 0.0004, 0.0005, 0.0002, 0.0002, 0.0002, 0.0004, 0.0009, 0.0003, 0.0151, 0.0072, 0.0206, -0.0014, 0.0001, -0.0001, 0.0005, 0.0000, 0.0004, 0.0000, 0.0000, 0.0000, 0.0000, 0.0000, 0.0000, 0.0000, 0.0010, 0.0008, 0.0016, 0.0126, 0.0084, 0.0163, 0.0002, 0.0000, 0.0000, -0.0001, 0.0000, -0.0001, 0.0000, 0.0000, 0.0000, 0.0000]}